The following is a quantum chemistry calculation of a molecular structure, C6H7BrN3O6S3 at a distorted geometry, from the Open Molecules 2025 dataset.

Structure (XYZ):
```
26
C6H7BrN3O6S3 (ωB97M-V/def2-TZVPD)
O 4.1521 0.2454 1.8362
C 3.9262 -0.8529 1.4791
Br 3.5805 -2.1949 2.8797
C 3.9166 -1.2036 -0.0656
S 2.3200 -0.5385 -0.7276
O 1.2637 -1.3134 -0.0617
O 2.2021 -0.7502 -2.1808
N 2.3552 1.0791 -0.3872
S 0.8974 1.6474 0.1895
O 0.9879 3.1083 0.3800
O 0.6145 1.0501 1.4994
C -0.3607 1.2422 -1.0730
C -1.7853 1.8687 -0.7748
S -2.4875 1.2940 0.8266
C -3.3591 -0.2353 0.5064
N -3.0619 -1.2537 -0.3197
N -4.0362 -2.1985 -0.2598
C -4.9309 -1.7454 0.6309
O -4.5457 -0.5353 1.1437
H 4.7520 -0.5956 -0.5073
H 4.0423 -2.2923 -0.2556
H 0.0034 1.6844 -2.0433
H -0.4683 0.1368 -1.2276
H -2.4393 1.5874 -1.6376
H -1.6616 2.9793 -0.7998
H -5.8775 -2.2138 0.9497
```

**Spin multiplicity**: 1
**Electronic energy**: -4617.10332 Eh
**Maximum force**: 3.63 eV Å⁻¹
**Total charge**: -1

Results of the Löwdin charge analysis, in e, for atoms 1 through 8: 0.0305 -0.8297 0.6317 -0.1940 0.5171 -0.3726 -0.3761 -0.3336



The following is a quantum chemistry calculation of C6H7BrS2Si in the gas phase at a distorted geometry, from the Open Molecules 2025 dataset.

Structure (XYZ):
```
17
C6H7BrS2Si (ωB97M-V/def2-TZVPD)
C -2.6299 0.8300 0.1552
C -2.2361 -0.4589 -0.0486
C -1.6675 1.8188 0.1816
C -0.9110 -0.8336 -0.1261
C -0.3393 1.4991 0.1524
C 0.0478 0.1502 0.0051
Si 2.2829 -0.3257 0.1119
S 2.6351 -1.8726 1.6396
S 2.8546 -1.2129 -1.8499
Br 3.6100 1.4143 0.4495
H -3.6968 1.1735 0.0077
H -2.9500 -1.1663 -0.1096
H -2.0021 2.8413 0.0328
H -0.6421 -1.9136 0.0585
H 0.4218 2.2416 0.0908
H 3.6249 -2.5220 1.1186
H 1.5976 -1.6632 -1.8696
```

**Spin multiplicity**: 1
**Relative energy (zero: lowest compared OMol25 entry of this formula, charge and spin)**: 67.38 kJ/mol
**SMILES**: S[Si](S)(Br)c1ccccc1
**Maximum force**: 3.38 eV Å⁻¹
**Total charge**: 0

Results of the Löwdin charge analysis, in e, for atoms 1 through 8: -0.0902 -0.1076 -0.1040 -0.1270 -0.1264 -0.2196 -0.2968 0.3701



The following is a quantum chemistry calculation of a molecular structure, C6H7Cl2FeNO3S at a distorted geometry, from the Open Molecules 2025 dataset.

Structure (XYZ):
```
21
C6H7Cl2FeNO3S (ωB97M-V/def2-TZVPD)
O -1.0890 -3.0888 -1.3957
C -1.7313 -2.0845 -0.9162
Cl -3.3365 -1.5788 -1.6608
C -1.2121 -1.1748 0.3048
C 0.2037 -0.4436 0.0550
C 0.2995 0.5771 1.3413
O -0.2980 0.1669 2.5776
C -0.2130 1.9568 0.6676
O -1.0661 2.7716 1.0689
N 0.6119 1.9921 -0.5958
C 0.3855 0.5949 -1.1722
S 1.9677 0.0157 -1.9852
Cl -0.9925 0.8924 -2.3352
H -1.0662 -1.9015 1.1991
H -1.9867 -0.4024 0.6658
H 1.0593 -1.1766 0.2371
H 1.4485 0.6880 1.4805
H 0.3526 -0.2987 3.1587
H 1.5846 2.1484 -0.2286
H 2.0454 -1.3578 -1.7754
Fe 3.0326 1.7037 -0.6912
```

**Spin multiplicity**: 5
**Electronic energy**: -3094.63046 Eh
**⟨S²⟩**: 6.03
**Maximum force**: 6.11 eV Å⁻¹
**Total charge**: +2

Results of the Löwdin charge analysis, in e, for atoms 1 through 8: 0.2893 -0.4737 0.8258 -0.0752 -0.2515 -0.2276 0.0129 -0.2686



The following is a quantum chemistry calculation of a molecular structure, C6H7Cl2N at a distorted geometry, from the Open Molecules 2025 dataset.

Structure (XYZ):
```
16
C6H7Cl2N (ωB97M-V/def2-TZVPD)
C -0.7517 0.6265 -0.9063
C -0.0199 -0.7049 1.5675
C -1.7004 0.2582 -0.1034
C -1.4577 -0.4186 1.2590
C 1.0445 0.4192 -0.1845
C 1.8436 -0.1305 -1.4022
N 0.9917 -0.3977 0.8991
Cl -3.3901 0.3951 -0.4219
Cl 1.6193 2.0652 0.2748
H -0.5846 1.0352 -1.8747
H 0.1087 -1.3531 2.3969
H -2.1869 -1.3533 1.2900
H -1.7942 0.1985 2.1775
H 2.9008 -0.2998 -1.0006
H 1.9781 0.5944 -2.1616
H 1.3988 -0.9344 -1.8097
```

**Spin multiplicity**: 1
**Relative energy (zero: lowest compared OMol25 entry of this formula, charge and spin)**: 206.94 kJ/mol
**Maximum force**: 5.47 eV Å⁻¹
**Total charge**: 0

Results of the Löwdin charge analysis, in e, for atoms 1 through 8: -0.0001 -0.1402 -0.7612 -0.1903 -0.7826 -0.0898 0.0187 0.6595